# 1
{
  "formula": "C33H46MoN10",
  "method": "ωB97M-V/def2-TZVPD",
  "symbols": ["Mo", "C", "N", "C", "C", "N", "C", "C", "N", "C", "C", "N", "C", "N", "C", "C", "C", "N", "C", "H", "H", "H", "H", "H", "H", "H", "H", "H", "H", "H", "H", "H", "H", "H", "H", "H", "H", "H", "H", "H", "H", "H", "H", "N", "C", "C", "C", "C", "C", "C", "N", "C", "C", "C", "C", "N", "C", "C", "H", "H", "H", "H", "H", "H", "H", "H", "H", "C", "N", "C", "C", "C", "C", "C", "C", "C", "C", "H", "H", "H", "H", "H", "H", "H", "H", "H", "H", "H", "H", "H"],
  "coordinates": [[-0.798398, -0.482964, -0.570070], [-0.773013, -3.139302, 0.631334], [-0.695478, -2.665438, 1.987388], [-0.772017, -3.593919, 3.117360], [-0.527654, -2.668894, 4.309076], [-0.610426, -1.316034, 3.722748], [-0.330689, -0.188384, 4.616883], [-0.702226, -1.376973, 2.385558], [-0.814498, -0.377765, 1.497123], [-0.841930, 1.032449, 1.945223], [-1.481111, 1.924991, 0.897407], [-0.981797, 1.579435, -0.442960], [-1.003425, 2.458776, -1.449928], [-0.602008, 2.100920, -2.701977], [-0.563099, 0.752700, -3.199424], [-0.858742, 3.167723, -3.673985], [-1.118208, 4.365581, -2.770780], [-1.370498, 3.748450, -1.455145], [-1.669433, 4.671924, -0.357937], [-0.238509, -4.085085, 0.542840], [-0.207555, -2.477101, -0.046203], [-1.791575, -3.269134, 0.265415], [-0.017393, -4.372986, 3.024969], [-1.753935, -4.067373, 3.157168], [0.458116, -2.806999, 4.754222], [-1.275847, -2.786976, 5.089813], [0.146062, -0.599482, 5.503930], [-1.239241, 0.319552, 4.935236], [0.358160, 0.523682, 4.173778], [0.180030, 1.381905, 2.118253], [-1.396715, 1.152728, 2.873044], [-1.238048, 2.943933, 1.177570], [-2.566188, 1.815467, 0.931899], [-0.210637, 0.065259, -2.416460], [0.197895, 0.663873, -3.975524], [-1.519707, 0.401530, -3.588640], [-1.723177, 2.918041, -4.293941], [0.004262, 3.310313, -4.320972], [-1.988197, 4.941565, -3.077153], [-0.261541, 5.037469, -2.706141], [-2.002993, 5.600083, -0.814612], [-0.788849, 4.893248, 0.245896], [-2.479033, 4.311904, 0.267862], [6.665878, -0.324611, 0.785398], [7.984663, -0.232422, 0.324778], [9.194559, -0.279904, 0.932470], [10.320782, -0.134767, 0.065262], [10.210613, 0.052012, -1.337345], [8.990319, 0.099588, -1.934802], [7.833995, -0.045659, -1.085993], [6.550193, -0.027681, -1.434728], [5.870995, -0.195245, -0.283094], [4.391445, -0.242568, -0.269274], [3.727248, -0.148932, -1.485464], [2.347150, -0.215981, -1.496397], [1.599640, -0.360680, -0.389223], [2.252835, -0.440766, 0.777575], [3.633943, -0.388354, 0.884299], [6.386610, -0.472472, 1.742468], [9.333437, -0.421615, 1.995700], [11.308182, -0.174053, 0.508919], [11.113491, 0.154068, -1.922717], [8.864928, 0.241070, -2.999667], [4.277078, -0.037922, -2.409710], [1.829784, -0.172704, -2.442798], [1.647149, -0.558196, 1.664794], [4.074470, -0.465752, 1.869233], [-7.044642, -0.922740, 0.257080], [-5.870069, -0.178715, 0.826961], [-5.074846, -1.059035, 1.734002], [-4.992906, 0.527053, -0.205886], [-4.258920, -0.393861, -1.143492], [-4.955073, -0.926752, -2.228410], [-4.377457, -1.824848, -3.127837], [-3.053719, -2.186979, -2.974238], [-2.380119, -1.591793, -1.911130], [-2.891438, -0.705344, -0.996554], [-7.661109, -1.254307, 1.088448], [-6.675527, -1.777018, -0.300010], [-7.609206, -0.250071, -0.383313], [-6.264112, 0.571200, 1.397139], [-4.647397, -1.855361, 1.130656], [-5.739619, -1.469032, 2.489365], [-4.289477, -0.465179, 2.195675], [-4.293507, 1.111106, 0.384701], [-5.661159, 1.205121, -0.736003], [-5.981625, -0.625599, -2.402549], [-4.961411, -2.223028, -3.946905], [-2.576139, -2.881878, -3.651927], [-1.280625, -1.838124, -1.865600]],
  "forces_ev_per_angstrom": [[-0.68, 0.65, 0.65], [-0.09, 0.14, 0.02], [0.16, -0.07, -0.11], [0.01, 0.02, 0.00], [-0.03, 0.07, -0.04], [-0.04, 0.02, 0.06], [0.02, -0.08, 0.00], [-0.02, 0.12, 0.00], [-0.07, 0.04, 0.00], [-0.02, -0.13, -0.02], [0.05, -0.01, -0.12], [-0.05, -0.08, 0.06], [0.05, 0.11, -0.02], [0.09, -0.10, 0.06], [-0.02, 0.17, 0.11], [0.05, 0.03, 0.01], [-0.06, -0.05, 0.03], [-0.06, 0.02, 0.06], [0.02, -0.01, -0.08], [-0.03, -0.03, 0.05], [0.36, -0.04, -0.20], [-0.05, -0.03, 0.03], [0.00, -0.01, 0.01], [-0.02, 0.00, -0.02], [0.02, -0.01, -0.01], [0.00, 0.00, 0.02], [0.00, 0.02, 0.01], [-0.02, -0.01, 0.00], [0.01, -0.01, 0.00], [0.02, 0.01, 0.00], [-0.03, 0.00, -0.01], [0.01, 0.02, 0.01], [-0.02, 0.00, -0.01], [0.37, -0.25, -0.23], [-0.04, 0.04, -0.06], [-0.05, 0.00, 0.01], [-0.03, -0.01, 0.03], [-0.01, -0.01, -0.03], [0.01, 0.03, -0.02], [0.04, -0.02, 0.02], [0.01, 0.01, 0.02], [0.01, -0.01, -0.01], [-0.03, -0.01, 0.00], [0.32, 0.01, 0.08], [-0.47, 0.02, -0.08], [0.35, 0.00, -0.12], [-0.09, -0.02, 0.02], [0.12, -0.03, 0.25], [-0.29, -0.02, 0.11], [0.33, 0.06, -0.27], [-0.10, 0.00, 0.24], [-0.40, -0.04, -0.22], [0.46, 0.02, -0.02], [-0.16, -0.01, -0.07], [0.11, -0.05, 0.02], [-0.05, -0.04, -0.14], [0.12, 0.00, 0.00], [-0.18, -0.02, 0.08], [0.01, 0.01, 0.01], [0.02, 0.01, -0.01], [0.00, 0.01, -0.01], [0.02, 0.00, 0.02], [-0.02, -0.01, 0.00], [0.01, 0.00, 0.03], [-0.02, 0.01, 0.00], [-0.01, 0.01, 0.00], [0.01, 0.00, -0.01], [0.15, 0.13, 0.04], [0.02, -0.05, -0.03], [-0.09, 0.08, -0.13], [-0.08, -0.04, 0.10], [0.02, -0.01, 0.05], [0.00, -0.04, 0.00], [-0.05, 0.04, 0.00], [-0.05, 0.06, 0.04], [0.00, -0.12, -0.07], [0.07, 0.08, 0.09], [-0.04, -0.02, -0.03], [-0.02, -0.04, -0.04], [-0.02, -0.03, -0.01], [0.01, 0.01, 0.02], [0.02, -0.02, 0.03], [0.02, -0.01, 0.02], [0.03, -0.02, 0.01], [0.00, 0.05, -0.01], [0.00, -0.02, -0.04], [-0.02, -0.01, 0.02], [-0.01, 0.01, 0.02], [0.02, 0.01, 0.02], [0.11, -0.46, -0.31]],
  "spin_multiplicity": 3,
  "e_tot_ha": -1899.4519,
  "lumo_energy_ev": [-10.42, -12.31],
  "charge": 4,
  "relative_energy_kcal_mol": 1.92
}

---

# 2
{
  "formula": "C18H21N9O",
  "method": "ωB97M-V/def2-TZVPD",
  "symbols": ["C", "N", "C", "C", "C", "N", "C", "C", "C", "C", "N", "C", "O", "C", "N", "C", "C", "C", "C", "N", "C", "C", "C", "N", "N", "C", "N", "N", "H", "H", "H", "H", "H", "H", "H", "H", "H", "H", "H", "H", "H", "H", "H", "H", "H", "H", "H", "H", "H"],
  "coordinates": [[-2.489882, 1.085862, -4.666473], [-2.802157, 0.107369, -3.636410], [-2.099125, -0.032264, -2.417114], [-1.473832, 1.029762, -1.877126], [-0.588292, 0.795025, -0.820922], [0.120925, 1.701268, -0.076062], [0.121966, 3.044636, -0.283693], [0.509970, 3.560911, -1.553565], [0.348499, 4.879734, -1.759158], [0.006556, 5.695425, -0.682778], [-0.496045, 5.244412, 0.496877], [-0.347629, 3.980804, 0.691026], [-0.645615, 3.379226, 1.861275], [-0.862202, 3.990863, 3.119561], [-0.324938, -0.358936, -0.273046], [-0.992626, -1.476760, -0.795721], [-0.880261, -2.719127, -0.565712], [-0.128362, -3.466235, 0.328432], [0.534587, -2.977815, 1.354996], [1.304043, -4.022345, 1.895426], [2.564950, -3.908510, 2.779294], [3.775512, -3.453525, 1.924495], [2.209246, -3.029320, 3.946851], [1.076394, -5.065643, 1.075037], [0.159511, -4.767438, 0.209549], [-1.694467, -3.345094, -1.512076], [-2.272973, -2.498334, -2.359696], [-1.794418, -1.290081, -1.900980], [-2.891150, 2.092890, -4.459271], [-3.079572, 0.818773, -5.625421], [-1.407187, 1.197576, -4.837224], [-3.199966, -0.788467, -3.855740], [-1.645608, 2.029601, -2.251365], [0.412128, 1.198126, 0.733613], [0.992911, 2.942433, -2.326817], [0.744857, 5.180519, -2.692087], [0.005681, 6.798234, -0.747334], [-1.722065, 4.620681, 3.014384], [0.084351, 4.458399, 3.505816], [-1.186980, 3.254438, 3.846725], [0.635284, -1.976031, 1.571217], [2.848030, -4.956956, 3.106208], [4.061914, -4.297118, 1.251198], [4.610195, -3.508956, 2.600214], [3.627156, -2.418729, 1.438773], [2.145875, -1.927467, 3.755847], [2.902606, -3.140004, 4.848437], [1.212840, -3.259424, 4.181729], [-1.990636, -4.402391, -1.561187]],
  "forces_ev_per_angstrom": [[-1.20, 0.15, -1.12], [0.37, -1.36, 2.37], [0.28, -0.28, -2.63], [0.24, 1.22, 0.25], [0.96, -0.53, 1.75], [-0.37, 0.07, -0.83], [0.37, 1.98, -1.60], [-0.50, -2.66, 2.11], [0.70, 1.76, 0.86], [-1.38, 1.10, -0.30], [1.45, 1.20, -0.75], [0.01, -2.14, 0.31], [0.08, -1.37, 0.17], [0.67, 0.63, -0.16], [-1.37, -3.28, -0.66], [1.12, 8.72, -0.89], [-1.34, -5.98, -0.35], [0.43, -0.39, 0.87], [2.52, -0.86, 2.46], [-0.14, 1.20, -1.58], [-0.11, -0.89, -1.67], [-0.71, -0.15, -0.36], [1.42, 1.35, 0.98], [-0.06, -1.01, 0.96], [1.08, -1.35, -0.18], [-1.83, -0.74, -1.49], [0.39, 0.34, 0.61], [-1.44, 0.29, -0.93], [0.19, -0.34, 0.41], [1.33, 0.03, 1.50], [-0.34, -0.28, -0.13], [-0.15, -0.01, -0.78], [-0.03, -0.12, 0.00], [0.42, 0.56, 0.83], [-0.57, 0.01, 0.57], [0.04, 1.28, -0.67], [-0.03, -0.72, -0.29], [-0.07, 1.16, 0.19], [-1.09, 0.00, -0.45], [0.30, -0.62, -0.27], [0.20, 1.82, 1.01], [-0.91, 1.11, -0.26], [-0.68, 1.03, -0.25], [0.55, 0.81, 0.49], [0.41, -1.81, 0.66], [0.48, -0.84, -0.39], [-0.98, -0.11, -1.30], [-1.30, -0.58, 1.01], [0.55, 0.58, -0.06]],
  "e_tot_ha": -1266.4398,
  "lumo_energy_ev": 0.60,
  "smiles": "CNc1cc(Nc2cccnc2OC)nc2c(-c3cn(C(C)C)nn3)cnn12",
  "relative_energy_kcal_mol": 39.61
}

---

# 3
{
  "formula": "CH6N4O",
  "method": "ωB97M-V/def2-TZVPD",
  "symbols": ["H", "N", "C", "O", "H", "H", "N", "N", "N", "H", "H", "H"],
  "coordinates": [[0.173610, -1.459515, 1.732328], [-0.207429, -0.610022, 1.333457], [0.649344, 0.342934, 1.190786], [0.143990, 1.563424, 0.945148], [1.677437, 0.301949, 1.572028], [0.836283, 2.171837, 0.664347], [1.399008, 0.316752, -1.138466], [0.746142, -0.177459, -1.908375], [-1.213015, -0.603414, -1.189767], [-1.507301, -1.391636, -1.753657], [-1.752050, 0.223491, -1.420724], [-0.946019, -0.678340, -0.027105]],
  "forces_ev_per_angstrom": [[0.32, 0.04, -0.19], [1.27, 1.14, -0.07], [-1.47, -0.79, 2.49], [0.18, -0.20, -0.43], [-0.08, 0.01, -0.58], [0.10, -0.05, -0.02], [-1.54, -1.41, -2.63], [3.68, 1.73, 1.33], [-0.81, -0.04, 2.97], [-0.05, 0.01, 0.58], [-0.05, -0.25, 0.19], [-1.54, -0.20, -3.64]],
  "e_tot_ha": -335.9187,
  "lumo_energy_ev": 0.72,
  "smiles": "[H]/N=C/O.N#N.N",
  "relative_energy_kcal_mol": 48.89
}

---

# 4
{
  "formula": "C25H18AuN3PSe",
  "method": "ωB97M-V/def2-TZVPD",
  "symbols": ["Au", "C", "C", "C", "C", "C", "C", "P", "C", "C", "C", "C", "C", "C", "C", "C", "C", "C", "C", "C", "H", "H", "H", "H", "H", "H", "H", "H", "H", "H", "H", "H", "H", "H", "N", "C", "Se", "N", "C", "C", "C", "C", "C", "C", "N", "H", "H", "H", "H"],
  "coordinates": [[1.266479, -0.033777, 2.373542], [-5.252471, 3.052117, -0.284798], [-4.201280, 3.025918, -1.214794], [-3.147903, 2.154406, -1.063371], [-3.112753, 1.291633, 0.022361], [-4.172374, 1.256138, 0.920554], [-5.232286, 2.123593, 0.752815], [-1.541768, 0.581330, 0.498013], [-0.310837, 0.767979, -0.764731], [-0.238855, -0.095528, -1.857832], [0.797710, 0.058399, -2.760461], [1.771697, 1.018938, -2.513136], [1.714910, 1.892004, -1.429485], [0.631751, 1.784963, -0.548182], [-1.576664, -0.912594, 1.438071], [-2.696161, -1.728972, 1.334702], [-2.832195, -2.800775, 2.216681], [-1.802207, -3.093039, 3.123455], [-0.687796, -2.255435, 3.219781], [-0.527003, -1.163191, 2.366434], [-6.011101, 3.814396, -0.383809], [-4.198354, 3.757790, -2.020841], [-2.321912, 2.169916, -1.777625], [-4.127298, 0.614540, 1.795630], [-6.045988, 2.131709, 1.470762], [-0.956433, -0.888955, -1.957836], [0.858084, -0.608414, -3.612326], [2.606902, 1.076386, -3.185577], [2.507720, 2.665486, -1.305509], [0.610082, 2.417981, 0.342587], [-3.356428, -1.520895, 0.481825], [-3.734578, -3.405817, 2.075591], [-1.865606, -3.943168, 3.777164], [0.103962, -2.508596, 3.922725], [3.516746, 2.229722, 2.255258], [2.797425, 1.370542, 2.571496], [1.113506, -2.749372, 0.251488], [2.089900, -1.365930, 0.819641], [3.160542, -1.202469, 0.077470], [4.165575, -0.212612, 0.220175], [5.161544, -0.142927, -0.724055], [5.195628, -1.075778, -1.839689], [4.227398, -2.008904, -1.974419], [3.189580, -2.100396, -1.011143], [2.193929, -2.942434, -1.084380], [4.109895, 0.531601, 1.014422], [5.944833, 0.595302, -0.637377], [6.019851, -0.986249, -2.528402], [4.194599, -2.636564, -2.862864]],
  "forces_ev_per_angstrom": [[-0.29, 0.10, 0.39], [1.01, -0.42, -0.41], [-0.59, 0.60, 0.03], [0.50, 0.33, -0.78], [0.94, -0.68, 0.52], [-0.27, 0.06, 0.52], [-0.70, 0.34, 0.23], [-0.54, 0.38, -0.31], [0.39, 0.42, 0.44], [0.20, 0.23, 0.21], [-0.08, -0.18, 0.31], [0.11, 0.19, -0.05], [-0.01, 0.37, -0.04], [0.82, -0.15, -0.20], [0.60, 0.08, 0.35], [0.02, -0.13, -0.03], [-0.16, -0.18, -0.77], [-0.56, 0.77, -0.24], [0.22, -0.21, -0.45], [0.28, 0.41, -0.24], [-0.20, -0.16, 0.12], [0.03, -0.28, 0.07], [-0.23, 0.05, 0.23], [-0.09, 0.05, -0.12], [0.12, -0.10, -0.02], [-0.25, -0.18, -0.18], [0.12, 0.11, 0.02], [0.25, 0.11, -0.23], [-0.80, -0.78, 0.08], [-0.20, -0.14, -0.32], [-0.23, -0.34, 0.77], [0.55, -0.08, 0.42], [-0.15, -0.23, 0.14], [-0.19, 0.04, -0.08], [-0.66, -0.72, 0.67], [0.00, 0.52, -0.74], [-0.07, 0.30, 0.05], [-0.63, 0.50, 1.51], [0.00, 0.70, 0.28], [1.01, 0.92, -0.39], [-0.85, -0.92, 0.29], [-0.13, 0.54, 0.90], [0.53, -0.05, -1.17], [0.14, -0.32, -0.72], [-0.02, -1.25, -0.93], [0.11, -0.47, -0.28], [-0.03, 0.10, 0.04], [-0.05, -0.11, -0.26], [0.01, -0.13, 0.36]],
  "spin_multiplicity": 3,
  "e_tot_ha": -4005.8426,
  "lumo_energy_ev": [-4.03, -5.75],
  "charge": 1,
  "relative_energy_kcal_mol": 0.00
}

---

# 5
{
  "formula": "CH12O4",
  "method": "ωB97M-V/def2-TZVPD",
  "symbols": ["C", "H", "H", "H", "H", "O", "H", "H", "O", "H", "H", "O", "H", "H", "O", "H", "H"],
  "coordinates": [[2.241467, 0.405552, 0.188687], [3.111425, 0.719162, 0.846302], [2.013543, 1.121226, -0.608594], [1.419164, 0.281351, 0.968246], [2.520564, -0.522091, -0.295681], [-1.059418, 0.690860, 1.963261], [-1.788560, 0.969964, 2.394750], [-1.020583, 1.107388, 1.147896], [-0.062728, -0.829200, -2.077562], [-0.019930, -1.520363, -1.483966], [0.827386, -0.807741, -2.436506], [-1.328833, 1.598120, -0.745328], [-0.739887, 0.926254, -1.120393], [-1.543576, 2.248292, -1.409652], [0.192556, -1.820481, 0.657644], [-0.362189, -1.344170, 1.420076], [0.201236, -2.726983, 1.061278]],
  "forces_ev_per_angstrom": [[0.32, 0.41, 2.00], [-0.72, -0.02, -1.19], [-0.01, 0.15, 0.55], [0.81, 0.03, -1.61], [-0.21, -0.35, 0.23], [3.79, -3.08, 0.65], [-3.68, 1.44, 2.06], [-0.12, 1.49, -2.73], [0.03, 2.38, -2.23], [-0.15, -2.33, 2.55], [0.07, 0.22, -0.19], [0.10, -0.23, 0.69], [-0.14, -0.02, -0.43], [0.12, 0.02, -0.32], [-2.01, -0.32, 3.38], [1.60, -0.75, -2.57], [0.21, 0.95, -0.83]],
  "e_tot_ha": -346.2312,
  "lumo_energy_ev": 0.65,
  "smiles": "C.O.O.O.O",
  "relative_energy_kcal_mol": 20.69
}

---

Question: What is the formula in the fifth record?
Answer: CH12O4